Here is a single C3H6OS2 molecule at a distorted geometry from the OMol25 dataset. Energies are from wB97M-V/def2-TZVPD.

Each line ends with the Löwdin charge.
CARTESIAN COORDINATES (ANGSTROEM)
O (-1.51, 1.48, -0.50)  -0.0281
C (-1.05, 0.24, -0.24)  -0.6808
S (-2.56, -0.73, 0.04)  0.8095
C (0.15, -0.25, 0.09)  -0.2067
C (1.44, 0.60, 0.32)  -0.5099
S (2.97, -0.44, 0.00)  0.6411
H (-2.46, 1.47, -0.41)  0.0391
H (-2.20, -1.67, -0.78)  -0.1466
H (0.27, -1.35, 0.27)  0.0902
H (1.22, 1.42, -0.26)  0.0378
H (1.50, 0.88, 1.40)  0.0750
H (2.22, -1.64, 0.07)  -0.1206

Orbital gap (eV): 9.5
Molecular weight (g mol⁻¹): 122.21
Maximum force (eV/Å): 3.324
Energy above the lowest of the compared OMol25 structures with the same formula, charge and spin (eV): 2.070
HOMO (eV): -8.9
Charge: 0
Total energy (eV): -26924.3729